# 1
# C29H44N8OS2Sc

C29H44N8OS2Sc as an isolated structure (ωB97M-V/def2-TZVPD, the OMol25 dataset).

Total charge: +1
ΔE to the lowest compared entry with this formula, charge and spin, kcal/mol: 71.1

Positions of all 85 atoms, in Å:
Sc  0.2430  0.2638  0.0263
C  -1.6717  -2.1862  -2.5992
C  -1.2040  -0.8878  -3.2453
N  -1.1439  0.1918  -2.2493
C  -2.4392  0.8609  -2.0941
C  -2.4167  1.7667  -0.8723
N  -2.1203  0.9606  0.3283
C  -3.3390  0.2749  0.8290
C  -3.1372  -1.1750  1.2502
C  -1.9744  -1.3775  2.2132
N  -0.6945  -1.5484  1.5061
C  -0.4730  -2.9432  1.0984
C  0.6801  -3.0032  0.1113
N  0.3237  -2.1960  -1.0643
C  -0.5154  -2.9773  -2.0038
H  -2.1788  -2.8163  -3.3317
H  -2.3916  -1.9479  -1.8122
H  -1.8695  -0.6096  -4.0696
H  -0.2040  -1.0318  -3.6604
H  -0.4901  0.8849  -2.5943
H  -3.2097  0.0967  -1.9667
H  -2.6994  1.4516  -2.9789
H  -3.3793  2.2797  -0.7807
H  -1.6475  2.5290  -0.9997
H  -1.8352  1.6004  1.0647
H  -4.0957  0.2947  0.0442
H  -3.7464  0.8377  1.6733
H  -2.9821  -1.7993  0.3669
H  -4.0620  -1.5011  1.7290
H  -2.1732  -2.2493  2.8451
H  -1.8851  -0.5119  2.8753
H  0.0194  -1.3402  2.1971
H  -1.3812  -3.3190  0.6220
H  -0.2570  -3.5830  1.9597
H  0.8872  -4.0447  -0.1563
H  1.5828  -2.5931  0.5668
H  1.1823  -1.9478  -1.5466
H  -0.9286  -3.8365  -1.4735
H  0.1042  -3.3718  -2.8138
C  -0.7451  3.8284  1.8569
C  0.3462  3.3415  0.9411
N  1.1443  2.4211  1.3853
N  2.4073  2.3340  0.9502
C  3.1374  1.3617  0.5785
S  2.7102  -0.2679  0.1152
S  4.8965  1.6999  0.5524
C  5.0039  3.0953  -0.6149
C  4.5678  4.4640  -0.1432
C  4.4001  4.7917  1.1965
C  4.0426  6.0800  1.5680
C  3.8631  7.0626  0.6065
C  4.0422  6.7470  -0.7317
C  4.3848  5.4564  -1.1029
C  0.5234  3.9090  -0.4006
C  0.4434  5.2671  -0.6922
C  0.6465  5.7241  -1.9817
C  0.9320  4.8138  -2.9899
C  0.9795  3.4553  -2.7279
C  0.7885  2.9771  -1.4302
O  0.7651  1.6705  -1.1766
H  -0.4286  3.7244  2.8922
H  -1.6932  3.2979  1.7320
H  -0.9503  4.8765  1.6451
H  4.4639  2.7985  -1.5149
H  6.0691  3.1142  -0.8556
H  4.5526  4.0333  1.9511
H  3.9119  6.3177  2.6166
H  3.5912  8.0696  0.8968
H  3.9172  7.5091  -1.4906
H  4.5265  5.2181  -2.1514
H  0.2491  5.9715  0.1069
H  0.5964  6.7820  -2.1990
H  1.1115  5.1650  -3.9981
H  1.1742  2.7472  -3.5253
C  3.7619  1.1781  4.6067
N  3.0036  -0.0153  4.2427
C  3.6323  -1.3104  4.4827
C  1.9675  0.0693  3.4523
N  1.0595  0.1562  2.7367
H  3.9428  1.1793  5.6816
H  3.1935  2.0646  4.3365
H  4.7198  1.1965  4.0826
H  3.8283  -1.4275  5.5486
H  4.5746  -1.3852  3.9362
H  2.9703  -2.1077  4.1552

Okay, here come the Löwdin numbers, in e, for every atom: number 1, Sc, carries 0.93; number 2, C, carries -0.16; number 3, C, carries -0.19; number 4, N, carries -0.09; number 5, C, carries -0.18; number 6, C, carries -0.18; number 7, N, carries -0.09; number 8, C, carries -0.18; number 9, C, carries -0.16; number 10, C, carries -0.20; number 11, N, carries -0.13; number 12, C, carries -0.19; number 13, C, carries -0.23; number 14, N, carries -0.10; number 15, C, carries -0.20; number 16, H, carries 0.12; number 17, H, carries 0.09; number 18, H, carries 0.12; number 19, H, carries 0.13; number 20, H, carries 0.09; number 21, H, carries 0.12; number 22, H, carries 0.14; number 23, H, carries 0.13; number 24, H, carries 0.11; number 25, H, carries 0.07; number 26, H, carries 0.12; number 27, H, carries 0.13; number 28, H, carries 0.10; number 29, H, carries 0.12; number 30, H, carries 0.12; number 31, H, carries 0.12; number 32, H, carries 0.04; number 33, H, carries 0.11; number 34, H, carries 0.13; number 35, H, carries 0.13; number 36, H, carries 0.06; number 37, H, carries 0.08; number 38, H, carries 0.11; number 39, H, carries 0.13; number 40, C, carries 0.01; number 41, C, carries -0.28; number 42, N, carries 0.01; number 43, N, carries -0.03; number 44, C, carries -1.06; number 45, S, carries 0.59; number 46, S, carries 0.87; number 47, C, carries -0.41; number 48, C, carries -0.28; number 49, C, carries -0.07; number 50, C, carries -0.08; number 51, C, carries -0.10; number 52, C, carries -0.09; number 53, C, carries -0.05; number 54, C, carries -0.13; number 55, C, carries -0.02; number 56, C, carries -0.08; number 57, C, carries -0.07; number 58, C, carries 0.00; number 59, C, carries -0.33; number 60, O, carries -0.27; number 61, H, carries 0.09; number 62, H, carries 0.07; number 63, H, carries 0.08; number 64, H, carries 0.08; number 65, H, carries 0.08; number 66, H, carries 0.08; number 67, H, carries 0.10; number 68, H, carries 0.10; number 69, H, carries 0.10; number 70, H, carries 0.12; number 71, H, carries 0.12; number 72, H, carries 0.11; number 73, H, carries 0.11; number 74, H, carries 0.12; number 75, C, carries -0.02; number 76, N, carries -0.18; number 77, C, carries -0.02; number 78, C, carries -0.26; number 79, N, carries 0.13; number 80, H, carries 0.09; number 81, H, carries 0.10; number 82, H, carries 0.09; number 83, H, carries 0.09; number 84, H, carries 0.10; number 85, H, carries 0.09



# 2
# C29H45As2CaN9O2

C29H45As2CaN9O2 as an isolated structure (ωB97M-V/def2-TZVPD, the OMol25 dataset).

Total charge: +2
ΔE to the lowest compared entry with this formula, charge and spin, kcal/mol: 5.2

Positions of all 88 atoms, in Å:
Ca  1.0087  -0.2315  -0.6059
C  -2.1544  2.5600  2.7530
As  -1.3261  2.2864  1.0037
C  -2.8183  2.9754  -0.0576
C  -0.1099  3.8289  1.0031
C  -0.5618  5.1201  0.7442
C  0.3028  6.2047  0.7846
C  1.6382  6.0093  1.0988
C  2.1042  4.7295  1.3656
C  1.2469  3.6329  1.3160
As  1.9330  1.8216  1.5516
C  3.8093  2.1638  1.9542
C  1.3432  1.3493  3.3558
H  -2.5429  3.5746  2.8289
H  -1.4263  2.3977  3.5454
H  -2.9740  1.8516  2.8742
H  -3.1526  3.9492  0.2931
H  -3.6499  2.2785  0.0527
H  -2.5623  3.0466  -1.1150
H  -1.6032  5.2977  0.5123
H  -0.0698  7.1990  0.5787
H  2.3172  6.8504  1.1403
H  3.1487  4.5996  1.6140
H  3.9220  2.8245  2.8126
H  4.3228  2.6048  1.0998
H  4.2761  1.2061  2.1862
H  1.3349  2.2175  4.0135
H  2.0391  0.6090  3.7531
H  0.3500  0.9032  3.3152
O  -7.0076  -2.5832  -1.2056
C  -6.1327  -1.7196  -0.6698
O  -6.4549  -0.9840  0.2175
C  -4.7205  -1.7417  -1.1875
C  -3.9838  -0.5669  -1.0599
C  -2.6526  -0.5342  -1.4200
C  -2.0246  -1.6775  -1.9097
C  -2.7568  -2.8538  -2.0314
C  -4.0997  -2.8823  -1.6840
N  -0.6268  -1.6183  -2.1619
C  -0.1271  -2.3644  -3.0592
C  1.3339  -2.5111  -3.2357
C  1.8176  -3.3860  -4.1949
C  3.1865  -3.5846  -4.2960
C  4.0176  -2.9041  -3.4265
C  3.4443  -2.0390  -2.5029
N  2.1370  -1.8306  -2.4030
H  -6.6604  -3.0168  -1.9977
H  -4.4798  0.3064  -0.6580
H  -2.0826  0.3798  -1.2988
H  -2.2768  -3.7730  -2.3429
H  -4.6365  -3.8209  -1.7526
H  -0.7521  -2.9660  -3.7235
H  1.1307  -3.9099  -4.8462
H  3.5913  -4.2648  -5.0325
H  5.0896  -3.0352  -3.4565
H  4.0757  -1.4943  -1.8095
N  0.1459  1.7053  -2.1722
C  1.2453  2.1581  -3.0448
C  2.4819  2.4201  -2.2166
N  2.9910  1.1450  -1.6688
H  -0.6573  1.4360  -2.7314
H  -0.1518  2.4935  -1.6020
H  0.9889  3.0628  -3.6021
H  1.4517  1.3712  -3.7751
H  2.2281  3.0763  -1.3786
H  3.2292  2.9342  -2.8258
H  3.7345  1.3448  -1.0068
H  3.4280  0.6327  -2.4292
C  -2.6745  -2.5341  2.2650
N  -1.3120  -2.9499  2.5621
C  -1.1981  -4.2730  3.1714
C  -0.2971  -2.3279  1.9029
N  -0.4520  -1.4936  0.9373
N  0.9658  -2.6069  2.4269
C  2.2179  -2.3047  1.9289
N  3.2132  -2.7804  2.7307
N  2.4136  -1.6183  0.8561
H  -3.3318  -2.9352  3.0327
H  -3.0170  -2.9031  1.2911
H  -2.7548  -1.4473  2.2873
H  -1.4985  -4.2396  4.2188
H  -0.1865  -4.6613  3.1005
H  -1.8505  -4.9746  2.6481
H  -1.4231  -1.4669  0.6490
H  0.9562  -2.9494  3.3732
H  3.0420  -3.5513  3.3539
H  4.1668  -2.6732  2.4308
H  3.4106  -1.5737  0.6635

Okay, here come the Löwdin numbers, in e, for every atom: number 1, Ca, carries 1.08; number 2, C, carries -0.29; number 3, As, carries 1.10; number 4, C, carries -0.31; number 5, C, carries -0.44; number 6, C, carries -0.10; number 7, C, carries -0.06; number 8, C, carries -0.06; number 9, C, carries -0.11; number 10, C, carries -0.45; number 11, As, carries 1.07; number 12, C, carries -0.31; number 13, C, carries -0.30; number 14, H, carries 0.04; number 15, H, carries 0.01; number 16, H, carries 0.03; number 17, H, carries 0.03; number 18, H, carries 0.01; number 19, H, carries 0.02; number 20, H, carries 0.09; number 21, H, carries 0.12; number 22, H, carries 0.12; number 23, H, carries 0.09; number 24, H, carries 0.04; number 25, H, carries 0.02; number 26, H, carries 0.02; number 27, H, carries 0.04; number 28, H, carries 0.02; number 29, H, carries -0.01; number 30, O, carries 0.15; number 31, C, carries -0.48; number 32, O, carries 0.14; number 33, C, carries -0.13; number 34, C, carries 0.01; number 35, C, carries -0.04; number 36, C, carries -0.28; number 37, C, carries -0.01; number 38, C, carries -0.01; number 39, N, carries 0.04; number 40, C, carries -0.06; number 41, C, carries -0.25; number 42, C, carries 0.01; number 43, C, carries -0.02; number 44, C, carries -0.02; number 45, C, carries -0.14; number 46, N, carries 0.04; number 47, H, carries 0.12; number 48, H, carries 0.11; number 49, H, carries 0.06; number 50, H, carries 0.12; number 51, H, carries 0.13; number 52, H, carries 0.14; number 53, H, carries 0.13; number 54, H, carries 0.13; number 55, H, carries 0.12; number 56, H, carries 0.10; number 57, N, carries -0.05; number 58, C, carries -0.25; number 59, C, carries -0.25; number 60, N, carries -0.07; number 61, H, carries 0.08; number 62, H, carries 0.04; number 63, H, carries 0.12; number 64, H, carries 0.12; number 65, H, carries 0.10; number 66, H, carries 0.13; number 67, H, carries 0.06; number 68, H, carries 0.07; number 69, C, carries -0.03; number 70, N, carries -0.15; number 71, C, carries -0.03; number 72, C, carries -0.42; number 73, N, carries 0.06; number 74, N, carries 0.15; number 75, C, carries -0.51; number 76, N, carries 0.16; number 77, N, carries 0.01; number 78, H, carries 0.10; number 79, H, carries 0.09; number 80, H, carries 0.10; number 81, H, carries 0.10; number 82, H, carries 0.08; number 83, H, carries 0.10; number 84, H, carries 0.01; number 85, H, carries 0.14; number 86, H, carries 0.11; number 87, H, carries 0.11; number 88, H, carries 0.05



Number 1: energy -87123.3668 eV, gap between HOMO and LUMO 7.7 eV, HOMO energy -10.09 eV. Number 2: energy -188417.9857 eV, gap between HOMO and LUMO 7.4 eV, HOMO energy -13.12 eV.